Record 1
Formula: C33H57N3O5SiYb
Source: the Open Molecules 2025 dataset
Level of theory: ωB97M-V/def2-TZVPD

Geometry (Å):
O1 -1.859 1.600 0.850
O2 -4.662 -1.298 -1.387
C1 -2.519 0.850 1.949
C2 -2.936 1.670 3.141
H1 -1.753 0.114 2.224
H2 -3.383 0.357 1.481
H3 -2.110 2.145 3.675
H4 -3.414 0.991 3.848
H5 -3.680 2.433 2.906
C3 -2.702 2.361 -0.081
C4 -4.157 1.958 -0.093
H6 -2.237 2.194 -1.057
H7 -2.570 3.433 0.132
H8 -4.267 0.892 -0.305
H9 -4.656 2.503 -0.902
H10 -4.670 2.202 0.841
C5 -3.912 -1.000 -2.576
C6 -4.745 -2.692 -1.021
C7 -4.748 -0.227 -3.590
H11 -3.492 -1.920 -3.041
H12 -3.054 -0.424 -2.190
H13 -5.687 -0.756 -3.815
H14 -4.182 -0.105 -4.523
H15 -4.988 0.764 -3.189
C8 -5.971 -3.321 -1.666
H16 -4.807 -2.680 0.074
H17 -3.825 -3.248 -1.309
H18 -6.853 -2.686 -1.569
H19 -6.242 -4.286 -1.229
H20 -5.778 -3.459 -2.731
H21 -1.572 -3.007 -1.078
N1 2.041 0.777 1.850
C9 3.220 0.180 1.781
C10 3.699 -0.427 0.607
C11 3.221 -0.248 -0.702
C12 4.129 0.109 2.988
H22 3.656 -0.438 3.817
H23 4.396 1.116 3.345
H24 5.047 -0.416 2.697
C13 3.984 -1.022 -1.754
H25 4.770 -0.387 -2.193
H26 3.329 -1.367 -2.562
H27 4.478 -1.879 -1.280
N2 2.269 0.622 -1.031
C14 1.553 1.361 3.040
C15 0.690 0.626 3.897
C16 0.380 -0.813 3.646
C17 0.185 1.259 5.034
H28 -0.477 0.695 5.689
C18 0.531 2.579 5.330
H29 0.128 3.057 6.229
C19 1.388 3.298 4.496
H30 1.666 4.333 4.713
C20 1.897 2.708 3.338
C21 2.773 3.501 2.418
C22 2.337 1.221 -2.299
C23 1.525 0.755 -3.364
C24 0.735 -0.504 -3.253
C25 1.473 1.472 -4.554
H31 0.775 1.131 -5.328
C26 2.275 2.596 -4.722
H32 2.200 3.175 -5.642
C27 3.169 3.008 -3.724
H33 3.812 3.888 -3.850
C28 3.211 2.324 -2.508
C29 4.170 2.746 -1.434
Yb1 0.336 1.822 0.428
H34 -0.684 -0.984 3.450
H35 0.609 -1.408 4.538
H36 0.951 -1.218 2.805
H37 3.712 2.990 2.157
H38 3.026 4.460 2.892
H39 2.264 3.743 1.470
H40 -0.337 -0.283 -3.328
H41 0.937 -1.068 -2.343
H42 0.963 -1.149 -4.111
H43 3.653 2.877 -0.468
H44 4.630 3.705 -1.716
H45 4.997 2.031 -1.273
H46 4.568 -1.062 0.725
C30 -0.850 -2.739 -0.321
Si1 0.331 -4.167 -0.006
H47 -1.469 -2.484 0.558
H48 -0.351 -1.822 -0.677
C31 -0.708 -5.120 1.258
C32 2.022 -3.646 0.621
C33 0.374 -4.908 -1.772
H49 -0.530 -4.562 -2.314
H50 0.390 -6.009 -1.762
H51 1.253 -4.536 -2.322
H52 -0.685 -4.605 2.231
H53 -0.413 -6.170 1.395
H54 -1.751 -5.067 0.907
H55 1.973 -2.797 1.314
H56 2.669 -3.306 -0.201
H57 2.516 -4.490 1.117
O3 1.340 4.687 -1.612
N3 0.616 3.927 -0.964
O4 0.482 4.035 0.336
O5 -0.039 2.926 -1.498

Cartesian forces, eV/Å:
O 0.178 -0.139 0.529
O 0.327 -0.575 -0.269
C 0.137 -0.110 -0.524
C -0.066 0.309 0.133
H -0.381 0.069 -0.091
H 0.453 -0.079 0.329
H 0.095 -0.055 -0.220
H 0.001 -0.096 0.014
H 0.082 -0.026 -0.142
C -0.096 0.566 -0.389
C -0.009 -0.119 -0.094
H -0.291 -0.064 0.056
H -0.090 -0.325 0.208
H -0.121 0.058 -0.050
H 0.139 -0.034 0.153
H 0.066 -0.021 -0.152
C 0.180 -0.419 0.363
C -0.096 0.383 -0.063
C 0.112 -0.043 0.157
H -0.358 0.368 0.351
H -0.035 0.086 -0.585
H 0.371 0.154 0.121
H -0.142 0.038 0.207
H -0.083 -0.138 -0.157
C -0.046 -0.081 -0.059
H -0.053 -0.164 -0.175
H -0.445 0.431 0.165
H 0.176 0.138 0.096
H 0.270 -0.022 -0.045
H -0.109 -0.096 -0.036
H -0.137 -0.198 -0.375
N -1.583 0.867 -1.126
C 0.556 -0.379 -0.548
C -0.534 0.078 0.630
C 0.101 0.362 0.307
C -0.048 -0.185 0.037
H 0.092 0.210 -0.150
H -0.151 -0.318 -0.083
H -0.233 0.197 0.249
C 0.148 0.231 -0.154
H -0.249 -0.171 -0.001
H 0.169 0.123 0.156
H -0.153 0.201 -0.208
N -0.781 0.469 1.474
C -0.023 0.265 0.717
C 0.335 0.759 -0.072
C -0.030 -0.600 -0.024
C 0.177 0.329 -0.196
H 0.123 0.158 -0.009
C -0.097 0.083 0.211
H 0.171 -0.208 -0.334
C -0.209 -0.196 -0.123
H -0.172 -0.384 0.064
C -0.468 -0.360 0.159
C 0.478 0.318 -0.212
C -0.102 0.068 -2.018
C 0.651 0.547 0.596
C -0.420 -0.297 -0.268
C 0.187 0.239 0.138
H 0.422 0.238 0.147
C 0.102 0.372 -0.150
H 0.084 -0.168 0.186
C -0.435 -0.347 0.005
H -0.314 -0.419 -0.103
C -0.412 -0.594 -0.114
C 0.249 0.381 0.235
Yb 2.486 -2.225 0.600
H 0.118 0.012 0.042
H 0.039 0.069 -0.161
H -0.109 0.057 0.154
H -0.291 0.084 0.122
H -0.048 -0.263 -0.221
H 0.349 -0.020 0.380
H 0.012 -0.153 0.171
H -0.058 0.088 -0.021
H -0.038 0.024 0.189
H 0.248 -0.068 -0.200
H -0.140 -0.266 0.193
H -0.429 0.143 -0.049
H -0.077 0.061 -0.061
C 0.049 1.230 0.625
Si -0.870 0.013 -0.595
H 0.383 0.040 -0.074
H -0.112 -0.128 0.095
C 0.248 -0.152 -0.156
C 0.083 0.074 -0.137
C 0.080 -0.151 0.407
H 0.477 -0.334 0.288
H 0.066 0.352 -0.188
H -0.237 -0.209 0.141
H 0.112 -0.183 -0.235
H -0.173 0.262 0.067
H 0.304 -0.221 0.079
H -0.079 -0.260 0.034
H -0.178 -0.193 0.113
H -0.006 0.204 -0.035
O -2.446 -2.206 1.924
N 1.352 2.102 -2.134
O 0.122 -0.509 -1.074
O 1.105 1.066 0.842

highest occupied orbital energy (spin up / spin down): -10.343 / -10.345 eV
charge: +1
lowest unoccupied orbital energy (spin up / spin down): -3.481 / -4.413 eV
maximum force: 3.81 eV/A
Kohn-Sham gap (spin up / spin down): 6.86 / 5.93 eV
multiplicity: 2
expectation value of S²: 0.751



Record 2
Formula: C33H57N4OP2Pt
Source: the Open Molecules 2025 dataset
Level of theory: ωB97M-V/def2-TZVPD

Geometry (Å):
C1 -1.401 -2.228 1.871
C2 0.584 -2.789 0.731
C3 -1.620 -3.554 2.245
C4 0.482 -4.121 1.239
C5 -0.614 -4.490 2.002
H1 -2.552 -3.801 2.755
H2 1.300 -4.808 1.014
H3 -0.703 -5.499 2.415
N1 -0.263 -1.855 1.278
P1 -1.853 0.551 2.058
P2 2.060 -0.982 -1.063
C6 -2.502 -1.188 2.039
H4 -3.220 -1.313 1.211
H5 -3.067 -1.418 2.956
C7 1.507 -2.456 -0.289
H6 2.220 -3.279 -0.481
C8 2.246 -1.877 -2.847
C9 3.886 -0.332 -0.658
C10 -3.117 1.688 1.173
C11 -1.796 0.778 3.934
C12 1.726 -0.761 -3.747
H7 2.399 0.107 -3.788
H8 1.570 -1.138 -4.769
H9 0.769 -0.414 -3.341
C13 3.619 -2.364 -3.309
H10 4.394 -1.595 -3.354
H11 3.979 -3.208 -2.705
H12 3.490 -2.740 -4.338
C14 1.341 -3.116 -2.905
H13 1.193 -3.414 -3.956
H14 1.770 -3.986 -2.390
H15 0.364 -2.911 -2.452
C15 4.339 0.569 -1.816
H16 3.674 1.439 -1.910
H17 5.349 0.943 -1.591
H18 4.376 0.072 -2.788
C16 3.910 0.541 0.595
H19 3.212 1.379 0.511
H20 3.697 -0.022 1.506
H21 4.923 0.964 0.701
C17 4.784 -1.536 -0.390
H22 4.913 -2.187 -1.257
H23 5.780 -1.169 -0.097
H24 4.391 -2.142 0.438
C18 -1.122 2.123 4.236
H25 -1.214 2.315 5.315
H26 -0.053 2.107 3.992
H27 -1.588 2.964 3.704
C19 -0.973 -0.351 4.581
H28 -1.417 -1.339 4.416
H29 0.065 -0.367 4.241
H30 -0.962 -0.174 5.666
C20 -3.199 0.729 4.572
H31 -3.072 0.525 5.645
H32 -3.730 1.683 4.493
H33 -3.839 -0.064 4.167
C21 -3.953 0.812 0.232
H34 -4.670 0.176 0.771
H35 -4.531 1.452 -0.453
H36 -3.291 0.181 -0.375
C22 -2.369 2.723 0.318
H37 -1.698 2.241 -0.402
H38 -3.105 3.317 -0.248
H39 -1.784 3.410 0.940
C23 -4.037 2.461 2.121
H40 -4.702 1.802 2.690
H41 -3.475 3.112 2.804
H42 -4.679 3.115 1.509
Pt1 0.194 0.267 0.804
C24 1.288 0.587 2.268
O1 1.980 0.787 3.183
N2 -0.761 -0.414 -0.836
C25 -0.840 -1.118 -1.796
C26 -1.824 -1.200 -3.031
C27 -1.626 -2.511 -3.768
C28 -3.264 -1.115 -2.532
C29 -1.555 0.004 -3.935
H43 -0.656 -2.528 -4.275
H44 -1.705 -3.352 -3.070
H45 -2.386 -2.654 -4.545
H46 -3.503 -0.091 -2.221
H47 -3.966 -1.365 -3.336
H48 -3.443 -1.813 -1.703
H49 -2.328 0.103 -4.707
H50 -1.557 0.926 -3.329
H51 -0.599 -0.075 -4.459
C30 1.935 5.638 0.753
N3 1.540 4.364 0.162
C31 1.605 4.011 -1.181
C32 1.191 2.704 -1.264
N4 0.900 2.265 0.022
C33 1.134 3.279 0.857
H52 2.998 5.645 1.038
H53 1.759 6.446 0.039
H54 1.336 5.817 1.652
H55 1.924 4.697 -1.950
H56 1.074 2.093 -2.151
H57 1.009 3.309 1.941

Cartesian forces, eV/Å:
C -0.373 -0.828 0.232
C 0.690 0.670 -0.055
C -0.630 1.142 0.186
C -0.414 -0.413 0.390
C 0.979 -0.103 -0.446
H 0.314 -0.073 -0.153
H -0.405 0.084 0.043
H 0.088 0.300 -0.252
N -0.134 -0.493 -0.659
P -0.787 -0.309 0.401
P 0.988 -0.350 -0.159
C -0.145 -0.303 -0.114
H 0.425 0.041 0.250
H 0.171 0.195 -0.336
C 1.233 -0.761 1.839
H -0.652 0.177 -0.039
C 0.375 0.593 0.678
C -0.848 -0.613 0.102
C -0.221 -0.010 0.295
C -0.097 0.376 -0.193
C -0.148 -0.230 -0.344
H -0.108 -0.270 0.013
H -0.007 0.197 0.040
H 0.403 0.017 -0.244
C 0.113 -0.096 -0.342
H -0.167 -0.298 0.038
H -0.091 0.234 -0.166
H 0.099 0.036 0.210
C -0.167 0.121 -0.087
H 0.111 0.156 0.186
H -0.103 0.376 -0.126
H 0.420 -0.356 -0.172
C 0.045 -0.101 -0.091
H 0.126 -0.144 0.068
H -0.196 -0.061 -0.070
H 0.026 0.203 0.301
C 0.002 0.087 0.045
H 0.067 -0.080 0.048
H 0.010 -0.003 -0.154
H -0.246 -0.141 -0.014
C 0.446 0.003 -0.066
H 0.003 0.169 0.230
H -0.122 -0.160 -0.033
H 0.065 0.186 -0.180
C -0.040 0.113 0.276
H 0.104 0.069 -0.252
H -0.229 -0.010 0.058
H 0.076 -0.198 0.139
C 0.052 -0.045 -0.108
H 0.127 0.187 0.049
H -0.176 -0.103 0.037
H 0.032 -0.011 -0.265
C -0.067 0.222 0.299
H -0.055 0.028 -0.242
H 0.162 -0.291 0.020
H 0.127 0.199 0.093
C 0.002 -0.015 -0.055
H 0.218 0.148 -0.123
H 0.189 -0.126 0.218
H -0.302 0.199 0.279
C 0.112 -0.100 -0.052
H -0.078 0.131 0.123
H 0.178 -0.162 0.220
H -0.020 -0.108 -0.125
C -0.323 0.118 -0.095
H 0.194 0.196 -0.130
H -0.230 -0.214 -0.142
H 0.153 -0.144 0.145
Pt -0.235 -0.220 0.783
C 3.940 0.394 3.297
O -2.109 -0.327 -2.065
N -0.617 -2.863 -4.945
C -2.760 3.747 2.130
C 0.535 -0.767 -0.348
C 0.035 -0.335 -0.513
C -0.248 0.123 0.556
C 0.293 0.551 0.041
H -0.301 -0.123 0.196
H 0.110 0.059 -0.233
H 0.001 0.226 0.213
H 0.080 -0.339 -0.026
H 0.362 -0.053 0.017
H -0.032 0.197 -0.138
H -0.032 -0.226 0.289
H 0.005 -0.246 -0.308
H -0.327 0.062 0.083
C 0.193 0.225 0.178
N 0.269 -0.276 -0.454
C -0.277 -0.286 0.530
C 0.029 0.687 1.010
N 0.127 1.179 -0.247
C -0.134 -0.055 -1.191
H -0.331 -0.113 -0.170
H -0.031 -0.187 0.132
H 0.111 -0.025 -0.265
H -0.029 0.024 0.153
H 0.031 -0.061 0.306
H -0.001 -0.220 -0.479

highest occupied orbital energy (spin up / spin down): -8.558 / -8.705 eV
charge: +1
lowest unoccupied orbital energy (spin up / spin down): -2.714 / -3.409 eV
maximum force: 5.75 eV/A
Kohn-Sham gap (spin up / spin down): 5.84 / 5.30 eV
multiplicity: 3
expectation value of S²: 2.023